(1)
This record from the Open Molecules 2025 dataset describes C19H26BNO4 as an isolated structure in a non-equilibrium geometry. The level of theory is wB97M-V/def2-TZVPD.

Geometry as XYZ:
```
51
Properties=species:S:1:pos:R:3:mulliken_charge:R:1
C -3.7355 -0.0821 -3.4880 -1.54
C -2.4661 0.4369 -3.0107 0.51
C -1.5775 1.3287 -3.5933 -0.83
C -0.5230 1.5023 -2.6973 -0.94
C -0.8264 0.7606 -1.5007 1.27
B 0.4512 -0.5002 -1.0982 0.26
O -0.3234 -1.6824 -0.8773 -0.33
C 0.5843 -2.6759 -0.4134 -0.90
C 2.0053 -2.0627 -0.2246 1.42
C 2.9746 -3.1076 0.2828 -2.22
C 1.8696 -0.8803 0.7619 -0.93
O 1.0016 0.0888 0.1378 -0.02
C 2.4551 -1.4487 -1.5879 -0.94
O 1.4535 -0.5788 -2.1198 -0.45
O -2.0105 0.0519 -1.8004 -0.33
H -3.6217 -0.4210 -4.5270 0.35
H -4.1047 -0.9016 -2.8736 0.32
H -4.4810 0.7260 -3.5089 0.31
H -1.7149 1.7927 -4.5705 0.43
H 0.3886 2.0701 -2.8566 0.56
H 0.2090 -3.0814 0.5398 0.33
H 0.6213 -3.4933 -1.1582 0.43
H 3.9418 -2.6553 0.5271 0.43
H 2.5770 -3.5903 1.1814 0.42
H 3.1326 -3.8802 -0.4828 0.43
H 1.4437 -1.2115 1.7252 0.18
H 2.8452 -0.4040 0.9352 0.61
H 3.3898 -0.8743 -1.4462 0.30
H 2.6382 -2.2457 -2.3279 0.36
C -0.2042 3.7607 0.0384 -1.04
N 0.1321 2.5709 0.8140 0.32
C 1.3576 2.6996 1.6174 -1.14
C -0.4749 1.4012 0.6163 0.83
C -0.9155 0.5923 1.7314 0.13
C -0.6283 0.9485 3.0697 -0.51
C -0.6480 -0.0310 4.0639 -0.74
C -1.1613 -1.3006 3.7853 -0.48
C -1.6721 -1.5794 2.5132 -0.39
C -1.5607 -0.6384 1.4985 -0.21
H 0.5665 3.9560 -0.7225 0.35
H -1.1803 3.6456 -0.4467 0.32
H -0.2438 4.6317 0.7065 0.35
H 2.1178 3.2310 1.0283 0.35
H 1.1625 3.2943 2.5220 0.34
H 1.7369 1.7115 1.9002 0.35
H -1.0706 1.3861 -0.4154 -0.28
H -0.3603 1.9765 3.3205 0.46
H -0.2615 0.2035 5.0604 0.40
H -1.1774 -2.0700 4.5592 0.39
H -2.1410 -2.5402 2.2977 0.45
H -1.9710 -0.8304 0.5140 0.27
```

As for the strongest force on any atom: 8.36 eV Å⁻¹. The calculation puts the relative energy (zero: lowest compared OMol25 entry of this formula, charge and spin) at 211.3 kJ/mol. The value obtained for the HOMO energy is -6.64 eV.

---

(2)
This record from the Open Molecules 2025 dataset describes a 2-piece molecular cluster, C3H10NS2 overall. The level of theory is wB97M-V/def2-TZVPD.

Geometry as XYZ:
```
16
Properties=species:S:1:pos:R:3:mulliken_charge:R:1
C 0.6592 2.1376 -1.9448 0.11
C -0.1538 2.8304 -2.6994 -0.72
N 0.4740 0.6969 -1.7390 -0.18
H 1.5057 2.5299 -1.4065 0.36
H 0.0078 3.8943 -2.8157 0.26
H -0.9925 2.3835 -3.2140 0.23
H 0.1941 0.4662 -0.7450 0.04
H -0.2429 0.2896 -2.3432 0.39
H 1.3311 0.1683 -1.9148 0.39
C 0.0804 -0.0425 2.6781 -0.70
S -0.6528 -0.3551 1.0623 -0.12
S -0.0160 -2.2700 0.6158 -0.14
H -0.3059 -0.7447 3.4076 0.32
H -0.1996 0.9692 2.9633 0.30
H 1.1611 -0.0896 2.6166 0.30
H 1.2960 -2.0005 0.4940 0.16
```

Its charge is +1. As for the strongest force on any atom: 0.53 eV Å⁻¹. The calculation puts the relative energy (zero: lowest compared OMol25 entry of this formula, charge and spin) at 96.6 kJ/mol. The value obtained for the HOMO energy is -12.96 eV.

---

(3)
This record from the Open Molecules 2025 dataset describes C4H5KLiO5 as an isolated structure in a non-equilibrium geometry. The level of theory is wB97M-V/def2-TZVPD.

Geometry as XYZ:
```
16
Properties=species:S:1:pos:R:3:mulliken_charge:R:1
O 3.1818 0.1225 -0.6381 -0.83
C 2.2779 0.7458 -0.0240 0.83
O 2.4200 1.7736 0.6335 -0.63
O 1.0348 0.1760 -0.2132 -0.36
C -1.3369 0.2678 -0.4318 -0.62
C -0.0912 0.9524 -0.0081 -0.22
K 5.6860 2.2770 0.4397 0.96
H -2.2260 0.8895 -0.2909 0.44
H -1.2638 -0.0032 -1.4924 0.37
H -0.6003 0.8225 1.0794 0.23
H -0.0005 1.9513 -0.4522 0.44
Li 2.3822 -1.3531 -1.4967 0.90
O -1.6656 -1.2399 0.2231 -0.22
C -2.7725 -1.6274 0.5783 0.49
O -3.0434 -2.8028 0.9398 -0.24
H -3.9825 -2.9519 1.1536 0.45
```

Its spin multiplicity is 2. Its charge is +2. As for the strongest force on any atom: 5.03 eV Å⁻¹. The calculation puts the relative energy (zero: lowest compared OMol25 entry of this formula, charge and spin) at 170.3 kJ/mol. The value obtained for the HOMO energy (spin up / spin down) is -16.03 / -16.03 eV. As for the expectation value of S²: 0.75.